Entry 1:
# C5H10

A 2-piece molecular cluster, C5H10 overall in a non-equilibrium geometry (the ωB97M-V functional and the def2-TZVPD basis, OMol25).

Each line ends with the natural charge from an NBO analysis.
Geometry (Å):
C (0.49, 2.34, 0.74)  -0.38
C (0.25, 2.48, -0.52)  -0.39
C (-0.49, -0.97, -1.02)  -0.66
C (0.16, -2.48, 0.91)  -0.42
C (-0.60, -1.49, 0.37)  -0.16
H (-0.14, 1.68, 1.27)  0.18
H (1.27, 2.81, 1.41)  0.21
H (-0.44, 1.91, -1.16)  0.20
H (0.40, -1.58, -1.41)  0.20
H (-0.06, 0.02, -0.88)  0.23
H (-1.23, -0.94, -1.75)  0.22
H (0.87, -3.07, 0.36)  0.19
H (0.04, -2.86, 1.93)  0.20
H (0.89, 3.11, -1.17)  0.19
H (-1.41, -0.97, 0.93)  0.19

Values from the calculation:
SMILES string = C=CC.C=C
ΔE to the lowest compared entry with this formula, charge and spin = 59.2 kcal/mol
HOMO = -9.520 eV
Kohn-Sham gap = 10.7 eV
charge = 0

***

Entry 2:
# C32H28ClN2OPSTc

C32H28ClN2OPSTc as an isolated structure in a non-equilibrium geometry (the ωB97M-V functional and the def2-TZVPD basis, OMol25).

Each line ends with the Löwdin spin population.
Geometry (Å):
Tc (-0.87, 0.60, -1.63)  0.89
C (-1.71, -3.20, -3.41)  0.00
C (-1.26, -4.14, -2.49)  0.01
C (-0.43, -3.69, -1.47)  0.00
C (-0.11, -2.34, -1.35)  0.01
N (-0.70, -1.42, -2.16)  0.01
C (-1.43, -1.87, -3.19)  0.01
C (0.99, -1.97, -0.42)  0.00
C (2.11, -2.80, -0.45)  0.00
C (3.21, -2.54, 0.35)  0.00
C (3.25, -1.40, 1.13)  0.00
C (2.17, -0.52, 1.15)  0.00
C (1.01, -0.84, 0.44)  0.00
H (-2.31, -3.51, -4.26)  0.00
H (-1.52, -5.18, -2.57)  0.00
H (-0.02, -4.40, -0.76)  0.00
H (-1.81, -1.11, -3.86)  0.00
H (2.13, -3.64, -1.13)  0.00
H (4.05, -3.22, 0.34)  0.00
H (4.11, -1.18, 1.73)  0.00
H (1.37, 1.28, 1.92)  0.00
Cl (-0.79, 2.75, -0.75)  0.02
C (-0.78, 2.68, 0.99)  0.00
C (-0.85, 3.86, 1.71)  0.00
C (-0.90, 3.80, 3.10)  0.00
C (-0.91, 2.57, 3.75)  0.00
C (-0.83, 1.40, 3.02)  0.00
C (-0.72, 1.43, 1.63)  0.00
P (-0.64, -0.07, 0.60)  -0.01
C (-1.53, -1.35, 1.51)  0.00
C (-0.88, -2.08, 2.51)  0.00
C (-1.58, -3.06, 3.20)  0.00
C (-2.91, -3.31, 2.89)  0.00
C (-3.54, -2.58, 1.90)  0.00
C (-2.86, -1.60, 1.20)  0.00
C (2.37, 0.83, 1.81)  0.00
C (3.16, 1.64, 0.84)  0.00
C (4.33, 2.25, 1.18)  0.00
C (4.84, 2.16, 2.48)  0.00
C (4.15, 1.42, 3.45)  0.00
C (3.00, 0.77, 3.16)  0.00
H (-0.88, 4.81, 1.21)  0.00
H (-0.95, 4.71, 3.67)  0.00
H (-0.97, 2.53, 4.83)  0.00
H (-0.83, 0.44, 3.52)  0.00
H (0.16, -1.89, 2.73)  0.00
H (-1.09, -3.62, 3.98)  0.00
H (-3.45, -4.07, 3.43)  0.00
H (-4.58, -2.77, 1.66)  0.00
H (-3.35, -1.04, 0.42)  0.00
H (2.78, 1.70, -0.17)  0.00
H (4.88, 2.82, 0.44)  0.00
H (5.75, 2.67, 2.74)  0.00
H (4.56, 1.36, 4.45)  0.00
H (2.47, 0.20, 3.92)  0.00
N (-4.02, 0.37, -1.75)  0.07
C (-2.88, 0.43, -1.65)  0.00
C (0.01, 2.57, -5.84)  0.00
S (-0.80, 2.74, -4.22)  0.00
C (-2.52, 2.66, -4.78)  0.00
O (-0.56, 1.37, -3.58)  0.01
H (-0.18, 3.47, -6.41)  0.00
H (-0.38, 1.70, -6.36)  0.00
H (1.08, 2.46, -5.68)  0.00
H (-2.75, 3.59, -5.29)  0.00
H (-3.17, 2.55, -3.91)  0.00
H (-2.67, 1.83, -5.46)  0.00

Values from the calculation:
HOMO (spin up / spin down) = -12.903 / -12.525 eV
Kohn-Sham gap (spin up / spin down) = 4.8 / 4.4 eV
charge = +2
multiplicity = 2

***

Entry 3:
# C33H33N5O3

One molecule with the formula C33H33N5O3 (the ωB97M-V functional and the def2-TZVPD basis, OMol25).

Each line ends with the natural charge from an NBO analysis.
Geometry (Å):
C (-2.51, -5.65, 0.10)  -0.62
H (-1.46, -5.92, -0.04)  0.21
H (-2.64, -5.24, 1.10)  0.21
C (-2.93, -4.63, -0.95)  -0.21
N (-2.14, -3.42, -0.86)  -0.46
C (-1.17, -3.18, -1.77)  0.68
O (-0.90, -3.93, -2.69)  -0.61
C (-0.48, -1.86, -1.58)  -0.11
C (0.85, -1.82, -1.18)  -0.18
C (1.49, -0.61, -0.99)  0.10
C (0.80, 0.61, -1.21)  0.21
C (-0.50, 0.54, -1.70)  -0.27
C (-1.14, -0.67, -1.86)  -0.18
H (-2.16, -0.69, -2.21)  0.22
H (-1.03, 1.44, -1.94)  0.22
N (1.50, 1.81, -1.00)  -0.49
C (2.00, 2.10, 0.33)  -0.21
H (2.04, 1.18, 0.91)  0.22
C (1.15, 3.13, 1.09)  -0.24
C (1.09, 4.42, 0.27)  -0.40
C (0.40, 4.07, -1.04)  -0.27
C (-1.00, 3.61, -0.78)  0.28
C (-1.99, 3.86, -1.68)  -0.34
C (-3.29, 3.39, -1.43)  -0.14
C (-3.56, 2.72, -0.28)  -0.32
C (-2.55, 2.49, 0.70)  0.61
O (-2.72, 1.96, 1.79)  -0.65
N (-1.26, 2.94, 0.36)  -0.39
C (-0.26, 2.64, 1.38)  -0.22
H (-0.28, 1.55, 1.53)  0.23
H (-0.63, 3.08, 2.31)  0.23
H (-4.55, 2.35, -0.05)  0.23
H (-4.07, 3.57, -2.16)  0.22
H (-1.77, 4.40, -2.59)  0.22
H (0.36, 4.95, -1.70)  0.23
C (1.23, 2.98, -1.78)  -0.20
H (0.73, 2.69, -2.70)  0.22
H (2.20, 3.44, -2.03)  0.19
H (2.09, 4.80, 0.09)  0.22
H (0.52, 5.19, 0.81)  0.22
H (1.65, 3.31, 2.05)  0.23
H (3.02, 2.50, 0.24)  0.19
N (2.85, -0.55, -0.65)  -0.61
C (3.53, -1.44, 0.14)  0.66
O (3.02, -2.39, 0.70)  -0.59
C (4.98, -1.12, 0.28)  -0.10
C (5.62, -1.47, 1.47)  -0.21
C (6.97, -1.18, 1.60)  0.04
N (7.68, -0.59, 0.65)  -0.40
C (7.08, -0.28, -0.48)  0.04
C (5.73, -0.51, -0.72)  -0.25
H (5.30, -0.26, -1.68)  0.22
H (7.71, 0.18, -1.23)  0.20
H (7.51, -1.43, 2.50)  0.20
H (5.07, -1.96, 2.25)  0.24
H (3.33, 0.28, -0.95)  0.41
H (1.39, -2.74, -1.01)  0.25
C (-2.32, -2.59, 0.28)  0.14
C (-1.28, -2.45, 1.20)  -0.23
C (-1.46, -1.63, 2.30)  -0.19
C (-2.66, -0.98, 2.50)  -0.20
C (-3.71, -1.13, 1.60)  0.00
C (-3.52, -1.94, 0.49)  -0.20
H (-4.32, -2.06, -0.23)  0.20
C (-5.00, -0.41, 1.83)  -0.64
H (-5.66, -0.49, 0.97)  0.21
H (-5.51, -0.82, 2.70)  0.22
H (-4.79, 0.64, 2.02)  0.24
H (-2.80, -0.33, 3.35)  0.22
H (-0.66, -1.51, 3.01)  0.21
H (-0.35, -2.96, 1.04)  0.23
H (-2.78, -5.04, -1.95)  0.24
H (-3.99, -4.38, -0.82)  0.19
H (-3.11, -6.55, 0.01)  0.21

Values from the calculation:
SMILES string = CCN(C(=O)c1ccc(N2C[C@H]3C[C@@H](C2)c2cccc(=O)n2C3)c(NC(=O)c2ccncc2)c1)c1cccc(C)c1
HOMO = -8.008 eV
Kohn-Sham gap = 8.2 eV
charge = 0